{
  "formula": "C19H27Br5F3N2O4S2",
  "method": "ωB97M-V/def2-TZVPD",
  "homo_ev": -12.4179,
  "relative_energy_kj_mol": 0.0,
  "total_charge": 1,
  "largest_force_ev_per_a": 0.66,
  "spin_multiplicity": 1,
  "total_energy_ev": -411339.0899,
  "elements": ["C", "C", "Br", "C", "Br", "N", "N", "C", "Br", "C", "C", "C", "C", "C", "C", "F", "Br", "C", "F", "F", "Br", "H", "H", "H", "H", "H", "H", "H", "H", "H", "H", "H", "C", "C", "C", "S", "O", "O", "C", "H", "H", "H", "H", "H", "H", "H", "H", "C", "C", "C", "S", "O", "O", "C", "H", "H", "H", "H", "H", "H", "H", "H"],
  "xyz": [[2.424, -4.797, -1.075], [2.908, -3.390, -0.753], [2.042, -2.720, 0.858], [2.741, -2.450, -1.978], [4.426, -2.304, -2.905], [2.227, -1.094, -1.640], [3.171, -0.219, -1.341], [2.805, 0.981, -0.994], [4.162, 2.171, -0.571], [1.460, 1.382, -0.953], [0.523, 0.453, -1.240], [0.911, -0.845, -1.571], [-0.119, -1.896, -1.844], [-1.219, -1.946, -0.774], [-2.563, -2.434, -1.293], [-3.389, -2.559, -0.213], [-3.350, -1.107, -2.457], [-2.503, -3.865, -1.933], [-3.651, -4.490, -1.713], [-1.529, -4.552, -1.285], [-2.127, -3.952, -3.822], [3.135, -5.271, -1.753], [2.409, -5.392, -0.164], [1.427, -4.809, -1.510], [3.963, -3.439, -0.505], [2.096, -2.875, -2.733], [1.179, 2.385, -0.672], [-0.525, 0.715, -1.218], [0.302, -2.888, -1.938], [-0.563, -1.654, -2.815], [-0.921, -2.624, 0.024], [-1.399, -0.979, -0.310], [-0.167, 6.898, -2.174], [-1.526, 6.713, -2.864], [-1.961, 5.259, -2.635], [-1.215, 4.765, -1.077], [-0.260, 3.699, -1.337], [-2.220, 4.563, -0.070], [-0.314, 6.281, -0.786], [0.116, 7.946, -2.110], [0.611, 6.374, -2.734], [-2.258, 7.390, -2.422], [-1.473, 6.937, -3.927], [-3.038, 5.141, -2.541], [-1.580, 4.590, -3.404], [0.627, 6.045, -0.296], [-0.933, 6.895, -0.132], [-1.238, -1.368, 5.688], [-1.421, -2.139, 4.371], [-0.333, -1.646, 3.411], [1.048, -1.117, 4.435], [1.224, 0.301, 4.258], [2.155, -2.018, 4.233], [0.254, -1.426, 6.008], [-1.830, -1.799, 6.493], [-1.550, -0.330, 5.561], [-1.296, -3.208, 4.554], [-2.414, -1.993, 3.950], [0.043, -2.417, 2.742], [-0.653, -0.775, 2.840], [0.591, -0.676, 6.719], [0.560, -2.419, 6.336]],
  "mulliken_charge": [-1.304, 0.254, -0.075, -1.132, -0.014, 1.006, -1.096, -0.050, -0.076, -0.422, -1.008, 0.744, 0.193, -1.013, 0.272, -0.336, -0.014, 0.598, -0.208, -0.228, -0.086, 0.331, 0.417, 0.307, 0.708, 0.632, 0.644, 0.733, -0.050, 0.463, 0.389, 0.570, -0.523, -0.640, -0.671, 1.114, -0.640, -0.718, -0.727, 0.361, 0.269, 0.307, 0.326, 0.369, 0.357, 0.396, 0.360, -0.623, -0.847, -0.005, 1.177, -0.652, -0.646, -0.731, 0.380, 0.295, 0.335, 0.348, -0.128, 0.250, 0.411, 0.342]
}